<i>
{"formula": "C4H12", "method": "wB97M-V/def2-TZVPD", "elements": ["C", "C", "H", "H", "H", "H", "H", "H", "C", "C", "H", "H", "H", "H", "H", "H"], "xyz": [[1.553, 1.147, 0.947], [2.611, 2.006, 0.205], [1.602, 1.266, 2.015], [0.534, 1.297, 0.583], [1.563, 0.076, 0.668], [2.491, 1.910, -0.871], [3.554, 1.505, 0.425], [2.523, 2.993, 0.649], [-1.938, -1.007, -0.008], [-2.144, -2.067, -1.115], [-2.097, -1.403, 0.997], [-0.951, -0.547, 0.002], [-2.664, -0.255, -0.295], [-2.621, -1.589, -1.969], [-1.190, -2.483, -1.447], [-2.827, -2.847, -0.785]], "smiles": "CC.CC", "gap_ev": 12.6295, "homo_ev": -11.5}

***

<ii>
{"formula": "C4H12", "method": "wB97M-V/def2-TZVPD", "elements": ["C", "C", "H", "H", "H", "H", "H", "H", "C", "C", "H", "H", "H", "H", "H", "H"], "xyz": [[-2.361, -0.557, -0.289], [-1.917, 0.900, -0.262], [-2.280, -1.007, 0.704], [-3.384, -0.679, -0.625], [-1.693, -1.197, -0.862], [-2.572, 1.562, -0.830], [-0.878, 1.003, -0.584], [-1.916, 1.351, 0.736], [2.466, 0.462, 0.528], [1.792, -0.806, -0.006], [2.997, 0.995, -0.257], [1.758, 1.143, 1.007], [3.189, 0.229, 1.314], [2.249, -1.085, -0.952], [0.745, -0.645, -0.279], [1.803, -1.667, 0.658]], "smiles": "CC.CC", "gap_ev": 12.7474, "homo_ev": -11.6}

***

Stability check: which of them is least stable? <i>.

***

<i>
{"formula": "C4H12", "method": "wB97M-V/def2-TZVPD", "elements": ["C", "C", "H", "H", "H", "H", "H", "H", "C", "C", "H", "H", "H", "H", "H", "H"], "xyz": [[-1.153, 0.151, -1.711], [-0.234, 1.050, -2.548], [-0.660, -0.174, -0.789], [-2.039, 0.690, -1.388], [-1.289, -0.797, -2.227], [0.152, 1.923, -2.024], [0.577, 0.404, -2.885], [-0.766, 1.462, -3.406], [-0.044, -0.334, 2.227], [1.381, -0.864, 2.038], [-0.531, -0.686, 3.132], [-0.048, 0.757, 2.245], [-0.608, -0.637, 1.346], [2.029, -0.486, 2.833], [1.411, -1.952, 2.051], [1.821, -0.508, 1.107]], "smiles": "CC.CC", "gap_ev": 12.6777, "homo_ev": -11.6}

***

<ii>
{"formula": "C4H12", "method": "wB97M-V/def2-TZVPD", "elements": ["C", "C", "H", "H", "H", "H", "H", "H", "C", "C", "H", "H", "H", "H", "H", "H"], "xyz": [[-1.877, -0.355, 1.466], [-0.625, -0.876, 2.146], [-1.687, 0.581, 0.949], [-2.286, -1.057, 0.740], [-2.683, -0.190, 2.175], [-0.794, -1.817, 2.677], [-0.179, -0.163, 2.836], [0.151, -1.129, 1.430], [1.485, 0.504, -1.099], [1.042, 0.749, -2.530], [0.813, -0.157, -0.544], [2.468, 0.026, -1.078], [1.542, 1.440, -0.554], [0.894, -0.170, -3.100], [0.101, 1.313, -2.593], [1.778, 1.350, -3.052]], "smiles": "CC.CC", "gap_ev": 12.8694, "homo_ev": -11.7}

***

Stability check: which of them is least stable? <i>.